Record 1
18
Properties=species:S:1:pos:R:3:nbo_charge:R:1 method="wB97M-V/def2-TZVPD" total_energy_ha=-563.58228 multiplicity=3 lumo_ha="0.0233 / -0.1121" de_lowest_kj_mol=0.0
C -1.24 0.38 -0.25 -0.2248
C -1.21 1.71 0.55 -0.2254
C 0.76 0.54 0.96 0.5465
N 1.88 0.11 1.41 -0.4046
N 0.18 -0.05 -0.15 -0.5960
N 2.40 0.66 2.48 0.4285
N -0.12 1.43 1.50 -0.5975
O 3.37 0.08 2.95 -0.1878
O 1.93 1.63 2.98 -0.3679
O 1.02 -2.86 1.05 -0.9520
H -1.86 -0.37 0.22 0.1991
H -1.64 0.57 -1.26 0.2123
H -1.07 2.62 -0.02 0.1941
H -2.14 1.89 1.18 0.2110
H 0.62 -0.90 -0.16 0.3852
H 0.28 2.23 1.95 0.4194
H 2.02 -2.70 1.25 0.5013
H 0.73 -2.54 0.12 0.4584

Record 2
16
Properties=species:S:1:pos:R:3:nbo_charge:R:1 method="wB97M-V/def2-TZVPD" total_energy_ha=-413.13692 multiplicity=1 lumo_ha=0.0009 de_lowest_kj_mol=732.8
N 2.45 0.16 -0.70 -0.6097
N 2.11 -0.69 0.30 -0.2179
C 0.85 -0.85 0.60 -0.0503
C -0.33 0.00 0.20 -0.0134
C -0.11 1.43 0.64 -0.1158
O -0.78 2.16 -0.48 -0.7299
N -1.61 -0.28 -0.06 -0.2022
N -2.08 -1.40 -0.33 -0.5724
H 3.29 -0.35 -1.23 0.3699
H 1.59 -0.05 -1.51 0.3240
H 0.42 -1.75 1.08 0.1848
H 0.93 1.90 0.92 0.2303
H -0.66 1.55 1.80 0.1538
H -1.79 1.76 -0.15 0.4815
H -1.27 -2.09 -0.24 0.3553
H -3.01 -1.50 -0.86 0.4116

- Which of these has the lowest multiplicity?
  C3H8N4O